Arrangement i

ORCA calculation (ωB97M-V/def2-TZVPD) on a structure of composition F5Mg2.

ORCA input file:
```
! RIJCOSX wB97M-V def2-TZVPD def2/J DEFGRID3
* xyz -1 1
Mg 22.164 -18.090 13.333
Mg 19.519 -18.897 15.875
F 20.627 -18.037 14.603
F 22.524 -16.169 13.419
F 22.502 -20.046 13.905
F 18.447 -20.070 14.586
F 21.199 -18.283 11.671
*
```

Summary:
Orbital gap = 4.98 eV
HOMO energy = -5.34 eV

Charges computed using Mulliken, reported in e: Mg 1.17; Mg 1.28; F -0.36; F -0.78; F -0.81; F -0.70; F -0.79


Arrangement ii

ORCA calculation (ωB97M-V/def2-TZVPD) on a structure of composition F5Mg2.

ORCA input file:
```
! RIJCOSX wB97M-V def2-TZVPD def2/J DEFGRID3
* xyz -1 1
Mg -1.103 -2.426 0.890
Mg -0.045 2.295 -1.296
F 1.030 -2.784 -0.752
F -1.446 0.041 -0.290
F 0.928 3.235 0.948
F 1.430 0.785 -2.926
F -0.795 -1.145 3.427
*
```

Summary:
Orbital gap = 6.66 eV
HOMO energy = -6.88 eV

Charges computed using Mulliken, reported in e: Mg 1.38; Mg 1.43; F -0.75; F -0.76; F -0.77; F -0.77; F -0.77


Referenced to the most stable arrangement, the calculated values in eV are arrangement i 0.000; arrangement ii 9.458.


Arrangement i

ORCA calculation (ωB97M-V/def2-TZVPD) on a structure of composition C4H8N3.

ORCA input file:
```
! RIJCOSX wB97M-V def2-TZVPD def2/J DEFGRID3
* xyz 1 1
C -0.131 -0.261 0.132
C -0.829 1.619 -0.831
C -2.097 -0.310 0.475
C 2.203 -0.495 0.025
N -1.161 0.615 -0.169
N 0.944 0.104 -0.240
N -0.994 -1.180 0.727
H 0.180 1.622 -1.134
H -1.512 2.317 -1.148
H -2.379 0.006 1.619
H -3.083 -0.548 -0.026
H 2.937 0.083 -0.523
H 2.414 -0.241 1.123
H 2.231 -1.521 -0.265
H -0.911 -1.957 1.414
*
```

Summary:
Orbital gap = 8.73 eV
HOMO energy = -13.92 eV

Charges computed using Mulliken, reported in e: C 0.24; C -0.15; C -0.33; C -0.87; N 0.19; N -0.31; N -0.28; H 0.34; H 0.32; H 0.28; H 0.31; H 0.30; H 0.33; H 0.33; H 0.29


Arrangement ii

ORCA calculation (ωB97M-V/def2-TZVPD) on the ion C4H8N3 with charge +1.

ORCA input file:
```
! RIJCOSX wB97M-V def2-TZVPD def2/J DEFGRID3
* xyz 1 1
C -0.222 2.017 -1.920
C -1.877 2.207 -0.407
C -0.343 0.371 0.030
C 0.059 -0.873 0.731
N -1.126 2.569 -1.349
N -1.465 0.977 0.286
N 1.132 -1.343 -0.242
H 0.641 2.471 -2.336
H -2.917 2.475 -0.268
H 0.426 -0.654 1.777
H -0.777 -1.430 0.874
H -2.113 0.800 1.146
H 1.130 -0.545 -0.881
H 0.875 -2.276 -0.621
H 2.133 -1.347 0.066
*
```

Summary:
Orbital gap (spin up / spin down) = 7.65 / 7.65 eV
HOMO energy (spin up / spin down) = -11.32 / -11.32 eV

Charges computed using Mulliken, reported in e: C -0.27; C -0.14; C -0.64; C -0.28; N -0.04; N -0.01; N -0.22; H 0.31; H 0.34; H 0.28; H 0.32; H 0.31; H 0.29; H 0.37; H 0.38


Referenced to the most stable arrangement, the calculated values in eV are arrangement i 0.000; arrangement ii 1.658.


Arrangement i

ORCA calculation (ωB97M-V/def2-TZVPD) on the molecule C5H6O2S.

ORCA input file:
```
! RIJCOSX wB97M-V def2-TZVPD def2/J DEFGRID3
* xyz 0 1
O 1.388 1.262 -0.164
C 0.106 1.092 0.268
C 0.103 0.138 1.628
C -0.198 -1.180 1.230
C -0.548 -1.275 -0.220
S -0.780 -2.420 -1.361
C -0.670 0.202 -0.663
O -0.093 0.492 -1.916
H 1.373 0.895 -1.204
H -0.157 2.221 0.480
H 0.819 0.395 2.460
H 0.063 -2.005 2.134
H -1.607 0.649 -0.376
H 0.202 -0.465 -2.295
*
```

Summary:
Orbital gap = 8.10 eV
SMILES = O[C@@H]1C=CC(=S)[C@@H]1O
HOMO energy = -9.39 eV

Charges computed using Mulliken, reported in e: O -0.58; C 0.15; C -0.46; C -0.13; C 0.03; S -0.32; C -0.03; O -0.63; H 0.45; H 0.24; H 0.35; H 0.24; H 0.34; H 0.33


Arrangement ii

ORCA calculation (ωB97M-V/def2-TZVPD) on the molecule C5H6O2S.

ORCA input file:
```
! RIJCOSX wB97M-V def2-TZVPD def2/J DEFGRID3
* xyz 0 1
O 0.572 2.644 -0.173
C 0.750 1.471 0.238
S 2.377 0.409 -0.045
C 1.238 -1.108 -0.225
C -0.070 -0.303 -0.396
C -1.305 -0.059 0.330
O -2.259 0.616 -0.278
C -0.016 0.444 0.848
H 1.556 -1.497 -1.279
H 1.030 -1.910 0.682
H -0.013 0.244 -1.299
H -1.590 -0.888 1.072
H -2.499 0.096 -1.285
H 0.227 -0.160 1.809
*
```

Summary:
Orbital gap = 9.41 eV
SMILES = O=C1SC[C@H]2[C@H](O)[C@H]12
HOMO energy = -9.25 eV

Charges computed using Mulliken, reported in e: O -0.57; C 0.37; S -0.14; C -0.59; C -0.23; C 0.02; O -0.54; C -0.10; H 0.34; H 0.27; H 0.26; H 0.24; H 0.39; H 0.28


Referenced to the most stable arrangement, the calculated values in eV are arrangement i 0.000; arrangement ii 1.491.


Arrangement i

ORCA calculation (ωB97M-V/def2-TZVPD) on the molecule H4N2O2S3.

ORCA input file:
```
! RIJCOSX wB97M-V def2-TZVPD def2/J DEFGRID3
* xyz 0 1
N -2.792 0.595 0.323
N -0.610 -0.898 0.149
O 2.113 -0.005 -1.179
O 3.555 -0.031 0.808
S -1.331 0.583 -0.453
S 0.630 -0.786 1.254
S 2.248 0.453 0.397
H -2.987 1.373 0.916
H -3.637 0.517 -0.355
H 3.093 -0.137 -1.475
H -0.281 -1.663 -0.386
*
```

Summary:
Orbital gap = 9.25 eV
HOMO energy = -8.83 eV

Charges computed using Mulliken, reported in e: N -0.48; N -0.31; O -0.48; O -0.54; S 0.06; S -0.07; S 0.64; H 0.26; H 0.27; H 0.35; H 0.31


Arrangement ii

ORCA calculation (ωB97M-V/def2-TZVPD) on the molecule H4N2O2S3.

ORCA input file:
```
! RIJCOSX wB97M-V def2-TZVPD def2/J DEFGRID3
* xyz 0 1
N -2.608 0.896 -0.150
N -0.624 -0.640 0.931
O 2.481 -1.150 -0.771
O 3.123 1.024 0.148
S -1.264 -0.163 -0.504
S 0.815 -0.061 1.568
S 1.928 0.381 -0.301
H -2.529 1.875 -0.205
H -3.511 0.462 -0.116
H 2.930 -0.995 -1.652
H -0.741 -1.630 1.052
*
```

Summary:
Orbital gap = 9.01 eV
HOMO energy = -8.99 eV

Charges computed using Mulliken, reported in e: N -0.42; N -0.25; O -0.46; O -0.48; S 0.00; S -0.01; S 0.57; H 0.21; H 0.21; H 0.34; H 0.29


Referenced to the most stable arrangement, the calculated values in eV are arrangement i 0.110; arrangement ii 0.000.


Arrangement i

ORCA calculation (ωB97M-V/def2-TZVPD) on a cluster of 2 separate species, C4H5BrO2 in total.

ORCA input file:
```
! RIJCOSX wB97M-V def2-TZVPD def2/J DEFGRID3
* xyz 0 1
C 1.889 -1.604 0.038
C 1.446 -0.305 0.076
C -0.682 0.064 -0.090
C -1.238 1.413 0.006
O 3.089 -1.852 0.146
O -1.382 -1.010 -0.130
Br 2.318 1.300 -0.043
H 1.110 -2.380 0.003
H -1.893 1.606 -0.850
H -0.451 2.162 0.030
H -1.849 1.503 0.911
H -2.356 -0.896 -0.096
*
```

Summary:
Orbital gap (spin up / spin down) = 6.51 / 6.52 eV
HOMO energy (spin up / spin down) = -7.30 / -7.30 eV

Charges computed using Mulliken, reported in e: C 0.11; C -0.02; C 0.43; C -1.06; O -0.60; O -0.35; Br -0.13; H 0.29; H 0.36; H 0.27; H 0.34; H 0.36


Arrangement ii

ORCA calculation (ωB97M-V/def2-TZVPD) on the molecule C4H5BrO2.

ORCA input file:
```
! RIJCOSX wB97M-V def2-TZVPD def2/J DEFGRID3
* xyz 0 1
C -0.768 -0.581 -0.777
C -0.902 0.585 0.145
O -0.993 1.664 -0.352
C -0.804 0.410 1.714
C -0.009 -0.719 2.268
O 0.451 -1.763 1.963
Br 0.761 -0.190 4.024
H -1.806 -0.925 -1.035
H -0.296 -0.309 -1.718
H -0.282 -1.531 -0.396
H -1.810 0.186 2.273
H -0.579 1.428 2.233
*
```

Summary:
Orbital gap = 10.67 eV
SMILES = CC(=O)CC(=O)Br
HOMO energy = -10.30 eV

Charges computed using Mulliken, reported in e: C -0.91; C 0.60; O -0.50; C -0.70; C 0.54; O -0.40; Br -0.24; H 0.26; H 0.31; H 0.29; H 0.32; H 0.42


Arrangement iii

ORCA calculation (ωB97M-V/def2-TZVPD) on a cluster of 2 separate species, C4H5BrO2 in total.

ORCA input file:
```
! RIJCOSX wB97M-V def2-TZVPD def2/J DEFGRID3
* xyz 0 1
C 2.701 1.826 -1.500
C 2.346 0.415 -1.155
C 0.208 0.224 -0.257
C -0.267 -1.045 0.249
O 3.754 1.938 -2.019
O -0.682 1.004 -0.699
Br 3.318 -0.537 0.135
H 1.972 2.735 -1.427
H 0.271 -1.874 -0.275
H -1.377 -1.180 0.121
H -0.005 -1.424 1.284
H -1.493 0.501 -0.749
*
```

Summary:
Orbital gap = 7.38 eV
HOMO energy = -7.81 eV

Charges computed using Mulliken, reported in e: C 0.15; C -0.15; C 0.36; C -1.08; O -0.43; O -0.24; Br -0.07; H 0.27; H 0.30; H 0.35; H 0.29; H 0.25


Referenced to the most stable arrangement, the calculated values in eV are arrangement i 4.861; arrangement ii 0.000; arrangement iii 5.637.


Arrangement i

ORCA calculation (ωB97M-V/def2-TZVPD) on the molecule C6H6.

ORCA input file:
```
! RIJCOSX wB97M-V def2-TZVPD def2/J DEFGRID3
* xyz 0 1
C -1.222 2.066 0.264
C -0.820 0.931 0.291
C -0.307 -0.457 0.277
C 0.989 -0.611 1.075
C -0.081 -0.779 -1.122
C 0.110 -0.855 -2.319
H -1.586 3.072 0.236
H -1.087 -1.121 0.661
H 1.756 0.062 0.680
H 0.808 -0.381 2.125
H 1.349 -1.639 0.976
H -0.052 0.065 -2.838
*
```

Summary:
Orbital gap = 11.02 eV
SMILES = C#CC(C)C#C
HOMO energy = -10.16 eV

Charges computed using Mulliken, reported in e: C 0.20; C -0.88; C 0.73; C -1.28; C -0.37; C -0.36; H 0.42; H 0.21; H 0.32; H 0.35; H 0.36; H 0.30


Arrangement ii

ORCA calculation (ωB97M-V/def2-TZVPD) on a structure of composition C6H6.

ORCA input file:
```
! RIJCOSX wB97M-V def2-TZVPD def2/J DEFGRID3
* xyz 0 1
C 1.080 -0.967 0.745
C 3.137 -0.141 -0.265
C -0.253 -1.104 -0.119
C -0.575 0.311 0.167
C 1.951 0.390 -0.260
C 0.802 0.455 0.857
H -0.198 -1.409 -1.225
H -0.874 -1.941 0.466
H -0.864 0.969 -0.604
H -1.454 0.356 0.887
H 1.494 0.990 -1.036
H 0.880 1.106 1.683
*
```

Summary:
Orbital gap (spin up / spin down) = 8.01 / 8.01 eV
HOMO energy (spin up / spin down) = -8.70 / -8.70 eV

Charges computed using Mulliken, reported in e: C -0.73; C -0.29; C -0.15; C -0.80; C -0.17; C 0.26; H 0.25; H 0.26; H 0.30; H 0.25; H 0.35; H 0.46


Referenced to the most stable arrangement, the calculated values in eV are arrangement i 0.000; arrangement ii 3.963.